{
  "formula": "C36H68O18S4",
  "method": "ωB97M-V/def2-TZVPD",
  "symbols": ["C", "C", "C", "O", "C", "O", "O", "H", "H", "H", "H", "H", "H", "C", "C", "C", "O", "C", "O", "O", "H", "H", "H", "H", "H", "H", "C", "C", "O", "C", "H", "H", "H", "H", "H", "H", "C", "C", "O", "C", "H", "H", "H", "H", "H", "H", "C", "C", "O", "C", "H", "H", "H", "H", "H", "H", "C", "C", "O", "C", "H", "H", "H", "H", "H", "H", "C", "C", "C", "S", "O", "O", "C", "H", "H", "H", "H", "H", "H", "H", "H", "C", "C", "C", "S", "O", "O", "C", "H", "H", "H", "H", "H", "H", "H", "H", "C", "C", "C", "S", "O", "O", "C", "H", "H", "H", "H", "H", "H", "H", "H", "C", "C", "C", "S", "O", "O", "C", "H", "H", "H", "H", "H", "H", "H", "H"],
  "coordinates": [[0.55897, -13.31676, -0.15103], [-0.46058, -14.05459, -0.96273], [-0.12144, -14.74929, -2.28417], [-0.49146, -16.07969, -2.05863], [-0.76447, -16.34772, -0.77948], [-0.92050, -17.39632, -0.22842], [-0.85143, -15.18100, -0.10074], [0.27167, -13.23257, 0.89377], [0.54450, -12.31529, -0.59021], [1.54725, -13.76828, -0.23262], [-1.33404, -13.43660, -1.17981], [0.95155, -14.76551, -2.48815], [-0.74717, -14.42389, -3.11312], [-5.61278, -13.76947, -7.32026], [-4.83181, -14.99639, -6.92107], [-3.57214, -15.32989, -7.76205], [-2.63758, -15.49450, -6.66278], [-3.21082, -15.41749, -5.45928], [-2.61873, -15.77861, -4.45741], [-4.42915, -14.94435, -5.59414], [-5.17009, -12.88787, -6.85076], [-6.62471, -13.71775, -6.91154], [-5.75708, -13.71594, -8.39855], [-5.57661, -15.79695, -6.98340], [-3.15549, -14.52747, -8.36506], [-3.86415, -16.21234, -8.32687], [-6.71460, -20.46867, 2.44208], [-5.68521, -21.43616, 1.89087], [-5.19106, -22.28834, 2.60584], [-5.27682, -21.16728, 0.46929], [-6.80954, -20.71056, 3.49812], [-7.56538, -20.55829, 1.76568], [-6.32559, -19.45287, 2.35166], [-5.82633, -20.32936, 0.04158], [-5.36907, -22.15929, 0.02147], [-4.25813, -20.80615, 0.31452], [-4.31885, -16.02433, -0.29593], [-4.73700, -17.17623, 0.57931], [-5.85208, -17.64173, 0.64499], [-3.60814, -17.78945, 1.34325], [-3.41749, -16.30274, -0.84014], [-4.15032, -15.11746, 0.28632], [-5.10322, -15.77680, -1.01279], [-3.11025, -18.61080, 0.82990], [-3.96247, -18.15437, 2.30698], [-2.93227, -16.94244, 1.46922], [1.42026, -18.09082, -4.68666], [1.29379, -19.09479, -5.85786], [0.26762, -19.23965, -6.47755], [2.63982, -19.75599, -6.25693], [2.26748, -18.48194, -4.12098], [0.64166, -18.45116, -4.01078], [1.50224, -17.09062, -5.09710], [2.88614, -19.45306, -7.27732], [2.45222, -20.82567, -6.37901], [3.53151, -19.62745, -5.64998], [-9.99784, -22.53880, -2.35346], [-8.46456, -22.35064, -2.17310], [-7.65246, -23.21567, -1.94931], [-8.16880, -20.85787, -2.26217], [-10.16768, -22.08351, -3.33419], [-10.55911, -21.90414, -1.66954], [-10.37898, -23.55747, -2.36601], [-8.09668, -20.50523, -3.29338], [-7.17908, -20.76298, -1.81515], [-8.89305, -20.16937, -1.83060], [-4.42901, -24.44736, -2.85681], [-4.63385, -25.95864, -2.84096], [-3.29584, -26.64552, -2.60228], [-1.91794, -25.42929, -2.55139], [-0.92435, -25.84641, -3.52978], [-1.65498, -24.92437, -1.19888], [-3.00214, -24.17746, -3.39225], [-4.46069, -23.97942, -1.87108], [-5.20613, -23.93700, -3.42186], [-4.95992, -26.30076, -3.82221], [-5.35682, -26.22484, -2.07020], [-3.15393, -27.16677, -3.54920], [-3.08984, -27.37166, -1.81729], [-2.95618, -24.39133, -4.46149], [-2.48179, -23.23386, -3.23412], [-2.32617, -19.48799, -3.86711], [-2.72626, -18.92370, -2.47598], [-4.17768, -19.29788, -2.24132], [-5.01250, -19.81583, -3.78641], [-6.13061, -18.92195, -3.98989], [-5.05260, -21.25067, -3.84804], [-3.55541, -19.38870, -4.78913], [-2.02171, -20.52516, -3.71671], [-1.55705, -18.98414, -4.45143], [-2.62514, -17.83709, -2.54316], [-2.07715, -19.11480, -1.62236], [-4.81687, -18.48651, -1.89586], [-4.42911, -20.22309, -1.72247], [-3.78219, -18.37495, -5.12669], [-3.46052, -20.00424, -5.68264], [-7.75901, -23.36453, -6.64635], [-6.94639, -23.81091, -5.43298], [-7.74834, -24.92272, -4.72106], [-8.09145, -25.96750, -6.19929], [-9.33395, -26.69721, -6.09791], [-6.85355, -26.62768, -6.61896], [-8.26014, -24.60067, -7.38523], [-7.07400, -22.85859, -7.32937], [-8.61176, -22.73170, -6.40482], [-6.66834, -22.94205, -4.83381], [-5.97638, -24.13203, -5.81867], [-8.63760, -24.48480, -4.26973], [-7.22951, -25.48721, -3.94992], [-9.34417, -24.50416, -7.44863], [-7.78635, -24.91827, -8.30856], [-8.18460, -18.40140, -6.85734], [-9.28929, -17.66019, -6.07945], [-10.31531, -18.80553, -5.81882], [-10.39001, -19.82033, -7.34038], [-11.27676, -19.15782, -8.28082], [-10.62891, -21.22736, -7.07694], [-8.76701, -19.35960, -7.92961], [-7.43904, -18.92799, -6.26536], [-7.68052, -17.61309, -7.42182], [-9.76425, -16.82662, -6.59404], [-8.80975, -17.29538, -5.17193], [-11.25531, -18.60589, -5.30940], [-9.75854, -19.40324, -5.08862], [-8.88054, -18.79433, -8.84806], [-8.26489, -20.32637, -7.94791]],
  "atomic_forces_ev_per_a": [[0.18, 0.89, -1.08], [-0.96, -0.92, 0.95], [0.45, 0.21, 0.29], [-0.16, -2.30, -0.19], [-0.03, 1.06, 1.08], [0.06, -0.13, -0.95], [-0.15, 0.36, -0.64], [-0.15, -0.12, -0.07], [0.64, 0.17, 0.29], [0.01, 0.06, 0.05], [-0.16, -0.02, 0.59], [-0.08, 0.38, -0.30], [0.41, 0.32, -0.09], [-0.35, 0.84, 0.64], [-1.98, 0.12, -1.83], [-0.67, 0.84, 2.06], [0.88, -1.14, -1.47], [2.00, -1.24, 0.81], [-1.40, 1.10, -1.09], [-0.49, 0.43, 1.87], [0.43, 0.19, -0.71], [-0.01, -0.62, 0.15], [0.43, 0.25, -0.03], [0.45, -0.45, -0.08], [-0.36, -0.02, -0.21], [1.08, -0.30, -0.02], [0.91, -0.48, -0.19], [0.79, 0.99, 1.43], [-0.27, 0.23, -0.94], [0.30, -0.27, -0.06], [-0.79, -0.02, -0.13], [-0.49, 0.16, 0.58], [-0.05, 0.03, -0.21], [-0.68, -0.53, -0.17], [-0.12, 0.37, -0.83], [0.33, -0.53, 0.71], [-0.91, 0.22, -0.54], [0.10, -0.97, -0.14], [-0.34, 0.47, -0.31], [0.06, 0.76, 0.65], [0.12, 0.12, 0.10], [0.29, -0.14, 0.17], [-0.03, -0.13, -0.01], [0.03, 0.20, -0.25], [0.00, -0.01, -0.02], [0.62, -0.56, 0.35], [0.07, -3.07, -0.08], [1.39, 1.17, -0.07], [0.41, -0.35, 0.26], [-0.98, -0.79, -0.94], [0.60, 0.97, -0.18], [-0.77, 1.41, -0.09], [-0.33, 0.17, 0.60], [-0.08, 0.27, 0.01], [0.02, -0.08, 0.17], [-0.37, 0.31, 0.36], [0.91, -0.18, -0.65], [-2.10, 0.58, 0.52], [-0.28, 0.46, -0.33], [1.37, -0.30, -0.14], [-0.27, -0.14, -0.14], [0.16, -0.14, 0.26], [0.20, -0.04, 0.17], [0.17, -0.38, -0.17], [-0.06, 0.51, 0.02], [-0.12, -0.43, 0.47], [1.02, 1.22, 0.26], [0.05, 0.23, 0.98], [1.29, -0.73, -0.56], [-2.40, 1.23, -1.22], [0.25, 0.15, 1.33], [0.21, -1.04, -1.48], [0.34, -0.70, -0.06], [-0.22, -0.41, 0.23], [0.19, 0.00, -0.17], [-0.37, 0.09, 0.11], [-0.16, -0.05, -0.19], [0.83, -0.18, 0.22], [-0.67, 0.17, 0.31], [0.19, -0.18, 0.00], [-0.58, 0.26, 0.27], [-0.59, -0.35, 0.05], [0.15, 1.00, -0.85], [-1.59, -0.59, -0.28], [3.43, 1.50, -0.17], [-0.49, -0.61, -0.51], [-1.19, -0.67, 0.21], [-0.67, 0.26, -0.16], [-0.10, -0.13, -0.40], [0.37, 0.20, 0.67], [-0.45, 0.11, -0.14], [0.07, -0.76, -0.24], [0.15, -0.05, 0.32], [0.71, 0.23, 0.77], [0.46, 0.21, 0.17], [-0.22, -0.24, 0.16], [0.78, -0.09, -0.82], [0.34, 0.46, 0.24], [0.69, 0.44, -0.94], [0.60, 0.11, -0.74], [0.47, 0.00, 0.25], [-0.88, 0.11, 0.99], [-1.42, -0.37, 1.38], [-0.19, 0.50, 0.14], [0.14, 0.11, 0.11], [-0.42, -0.14, 0.43], [-0.07, -0.61, 0.18], [-0.31, -0.32, -0.30], [0.15, -0.12, -0.23], [0.03, -0.16, -0.71], [0.05, 0.16, 0.06], [0.27, 0.77, -1.55], [-0.70, -1.48, 0.02], [1.41, -0.26, 1.13], [-1.72, 1.34, -0.49], [-0.12, -0.22, 0.49], [0.81, 0.80, 0.22], [0.25, -0.27, 1.55], [-0.29, 0.22, 0.51], [0.51, -0.20, 0.08], [0.28, -0.05, -0.33], [-0.45, 0.01, 0.22], [-0.30, 0.20, -0.73], [-0.18, -0.53, -0.10], [-0.18, -0.70, -0.30], [0.52, 0.31, -0.63]],
  "smiles": "C[C@H]1COC(=O)O1.C[C@H]1COC(=O)O1.O=S1(=O)CCCC1.O=S1(=O)CCCC1.O=S1(=O)CCCC1.O=S1(=O)CCCC1.CC(C)=O.CC(C)=O.CC(C)=O.CC(C)=O",
  "charge": 0
}

{
  "formula": "C36H69N9O8",
  "method": "ωB97M-V/def2-TZVPD",
  "symbols": ["C", "C", "O", "C", "H", "H", "H", "H", "H", "H", "C", "C", "O", "C", "H", "H", "H", "H", "H", "H", "C", "C", "O", "N", "C", "H", "H", "H", "H", "H", "H", "H", "C", "C", "O", "N", "C", "H", "H", "H", "H", "H", "H", "H", "C", "C", "O", "N", "C", "H", "H", "H", "H", "H", "H", "H", "C", "C", "O", "N", "C", "H", "H", "H", "H", "H", "H", "H", "C", "C", "O", "N", "C", "H", "H", "H", "H", "H", "H", "H", "C", "C", "O", "N", "C", "H", "H", "H", "H", "H", "H", "H", "N", "C", "C", "C", "C", "H", "H", "H", "H", "H", "N", "C", "C", "C", "C", "H", "H", "H", "H", "H", "N", "C", "C", "C", "C", "H", "H", "H", "H", "H"],
  "coordinates": [[-1.45744, 3.00879, 1.16975], [-2.12750, 4.39088, 1.13230], [-2.19685, 5.04544, 2.10691], [-2.84256, 4.66476, -0.12167], [-0.78529, 2.86908, 0.32312], [-2.25214, 2.27666, 1.31310], [-0.93740, 2.94160, 2.12534], [-3.25835, 5.67125, -0.07469], [-3.77303, 4.09716, -0.13374], [-2.29512, 4.58523, -1.06086], [-1.68586, -0.28458, -0.80834], [-0.21283, -0.74886, -0.51968], [0.49831, -1.15487, -1.41695], [0.47547, -0.31193, 0.78121], [-1.95148, -0.53542, -1.83529], [-1.50890, 0.78678, -0.71364], [-2.42875, -0.65525, -0.10207], [0.83854, -1.15419, 1.37018], [-0.34595, 0.16955, 1.31182], [1.33461, 0.35356, 0.69705], [1.75319, -1.29964, 5.95333], [1.74303, 0.09839, 6.17321], [1.40045, 0.49011, 7.29899], [2.12011, 0.91764, 5.16002], [1.66383, 0.74307, 3.84353], [2.66888, -1.39175, 5.36927], [0.88014, -1.53081, 5.34305], [1.88605, -1.93683, 6.82765], [2.20715, 1.88621, 5.43277], [0.60129, 0.60307, 3.64476], [2.18474, -0.13263, 3.45635], [1.86668, 1.65983, 3.28991], [3.52520, -1.55901, -1.62596], [4.51604, -2.16086, -2.60793], [4.49046, -3.37527, -2.88863], [5.46515, -1.39097, -3.18627], [5.64354, 0.03608, -3.11773], [2.65242, -1.19680, -2.16925], [4.00890, -0.77541, -1.04277], [3.26361, -2.42280, -1.01479], [6.01227, -1.91230, -3.85631], [6.46660, 0.37285, -2.48745], [4.79551, 0.45509, -2.57608], [5.65903, 0.45459, -4.12406], [-1.34031, -3.10388, -4.34788], [-0.05249, -2.81590, -5.15611], [0.06310, -3.22506, -6.31714], [0.84951, -2.09577, -4.50437], [2.12637, -1.78730, -5.10531], [-2.16736, -2.50152, -4.72372], [-1.24409, -3.00034, -3.26709], [-1.49802, -4.17271, -4.49217], [0.75929, -1.79100, -3.54569], [2.90441, -2.41620, -4.67261], [2.30451, -0.74091, -4.85745], [2.11629, -1.79693, -6.19522], [-3.27741, -2.64436, 3.86680], [-2.29173, -3.09374, 2.76521], [-1.07036, -3.19077, 3.06741], [-2.84293, -3.61287, 1.66668], [-2.05677, -4.15376, 0.56162], [-3.31847, -1.57479, 4.07280], [-2.83166, -2.99389, 4.79806], [-4.27064, -3.07620, 3.74385], [-3.84292, -3.57208, 1.53084], [-1.00550, -3.89927, 0.69637], [-2.40035, -3.61215, -0.31969], [-2.15470, -5.19811, 0.26522], [5.02513, 1.51984, 1.70954], [4.07231, 2.49015, 1.01875], [2.90119, 2.52601, 1.28448], [4.70682, 3.39127, 0.27091], [4.20119, 4.69454, -0.05918], [4.73638, 0.47622, 1.83440], [5.40908, 1.88841, 2.66076], [5.82714, 1.37796, 0.98514], [5.46490, 3.16078, -0.35542], [4.56693, 5.25655, -0.91853], [4.38197, 5.24202, 0.86585], [3.11578, 4.69807, -0.15908], [-5.47998, 1.48374, 2.56974], [-5.80628, 0.13666, 2.05962], [-4.88019, -0.62114, 1.62429], [-7.03309, -0.38272, 2.19629], [-8.16645, 0.20536, 2.89926], [-5.93283, 1.64147, 3.54859], [-5.90066, 2.27198, 1.94540], [-4.43315, 1.65763, 2.81875], [-7.09933, -1.34296, 1.89024], [-8.66605, -0.18114, 3.78757], [-8.91413, 0.46975, 2.15148], [-7.84583, 1.14709, 3.34473], [1.41260, 2.80931, -1.31280], [0.62948, 3.78979, -1.63230], [-0.06608, 3.34530, -2.71635], [0.38564, 2.10223, -3.22326], [1.45477, 1.85997, -2.32763], [1.89906, 2.76359, -0.42885], [0.44263, 4.62500, -0.97359], [-0.83385, 3.94072, -3.18796], [0.04399, 1.57066, -4.09911], [2.08069, 0.98020, -2.30273], [3.52511, -3.11127, 3.65458], [2.45343, -2.87372, 2.87780], [2.82406, -2.98478, 1.58819], [4.21572, -3.14778, 1.62814], [4.60888, -3.22771, 2.87257], [3.34427, -3.36865, 4.61435], [1.47193, -2.85053, 3.32783], [2.21353, -2.99616, 0.69738], [4.73652, -3.24819, 0.68735], [5.54205, -3.38106, 3.39418], [-3.22054, 0.71839, -4.16145], [-4.10222, -0.33924, -4.40704], [-5.00287, 0.13301, -5.38487], [-4.60764, 1.46178, -5.81412], [-3.56446, 1.80472, -4.93457], [-2.45787, 0.74856, -3.50000], [-3.85388, -1.26817, -3.91529], [-5.72468, -0.49020, -5.89183], [-5.10061, 2.12691, -6.50765], [-3.01979, 2.72175, -4.76487]],
  "atomic_forces_ev_per_a": [[0.13, 0.80, 1.09], [0.58, -3.26, -1.37], [-0.14, 2.01, 2.09], [-1.33, 1.77, -0.82], [-0.32, -0.44, 0.02], [-0.08, -0.25, -0.80], [0.48, 0.12, -0.14], [0.30, 0.34, 0.00], [0.25, -0.70, -0.21], [0.07, -0.49, 0.22], [1.81, -0.73, 0.40], [0.87, 1.06, -0.75], [-0.65, -0.60, -0.21], [-1.69, -0.35, 0.29], [0.08, -0.11, 0.14], [-0.65, 0.27, 0.00], [0.05, 0.23, 0.12], [-0.27, -0.20, -0.09], [0.40, 0.24, 0.68], [-0.20, 0.12, -0.61], [1.05, -2.31, -1.72], [-1.34, 2.15, 3.82], [0.79, 0.72, -1.09], [0.08, 1.44, 1.50], [0.18, -0.38, -1.95], [-0.14, -0.84, -0.53], [0.07, -0.62, -0.05], [-0.58, 0.48, 0.10], [-0.30, -0.11, 0.36], [-0.42, -0.27, 0.74], [-0.04, 0.15, -0.80], [0.56, -0.37, -0.25], [0.95, -0.66, -0.60], [-0.05, -1.81, -0.29], [-0.19, 1.65, 0.48], [0.39, 0.07, -0.22], [-0.90, 0.22, 0.58], [0.09, 0.03, 0.25], [-0.33, 0.02, 0.18], [-0.29, 0.47, 0.07], [0.06, 0.05, 0.09], [0.61, -0.27, -0.40], [-0.31, 0.08, -0.38], [0.22, 0.20, 0.18], [0.77, -0.58, -0.25], [-1.82, -0.80, -0.52], [0.09, 0.51, 1.25], [1.17, 0.43, -0.22], [0.19, 0.90, 0.20], [0.05, -0.22, -0.09], [0.22, 0.48, 0.02], [-0.49, 0.09, -0.28], [-0.60, -0.31, 0.00], [0.13, -0.02, -0.34], [0.48, 0.12, 0.16], [-0.24, -0.56, 0.18], [0.69, -0.06, 0.08], [1.59, -0.66, 2.70], [-2.10, 0.68, -1.31], [0.15, -0.78, -0.83], [0.01, 1.14, -0.83], [-0.15, 0.13, -0.77], [-0.10, -0.47, -0.07], [0.00, 0.23, -0.03], [0.23, 0.29, 0.21], [-0.12, -0.17, 0.22], [0.16, 0.10, -0.28], [-0.21, -0.22, 0.89], [0.62, -0.90, -1.37], [1.33, -1.47, 1.59], [-1.98, 0.51, 0.09], [1.35, 0.88, -2.80], [-1.80, 0.94, 1.49], [-1.00, 0.25, 0.24], [-0.07, 0.27, -0.22], [0.70, 0.31, 0.33], [0.28, -0.69, 0.86], [0.63, -0.76, 0.05], [-0.01, 0.82, -0.29], [-0.06, -0.18, -0.12], [-0.44, 1.14, 1.02], [3.31, -2.86, -0.32], [-1.95, 1.75, 0.43], [-1.10, -0.43, 0.97], [-0.06, 1.96, -0.56], [-0.35, -0.08, 0.04], [0.23, 0.05, -0.15], [0.09, -0.36, -0.86], [0.05, 0.11, -0.02], [0.46, -1.50, -0.32], [-0.30, -0.07, 0.22], [0.15, 0.22, -0.48], [3.56, -2.83, -0.06], [-2.80, 1.16, -0.27], [-2.16, 1.49, -2.17], [2.03, 1.27, 2.32], [-1.49, -1.13, -0.09], [0.50, -0.21, 0.03], [0.08, 0.03, -0.16], [-0.11, 0.04, -0.08], [0.27, 0.00, 0.11], [0.09, 0.18, 0.41], [-1.36, 0.63, 1.50], [-2.31, -0.83, 0.50], [-0.40, 0.47, -0.65], [-0.03, -0.14, -4.45], [2.51, -0.82, 3.28], [0.84, 0.23, -0.09], [-0.09, 0.11, -0.14], [-0.07, 0.23, 0.22], [0.66, 0.01, 0.35], [0.23, -0.05, -0.56], [-1.16, 0.19, -0.63], [0.34, 2.00, -0.85], [1.38, -0.49, -0.09], [0.76, -0.70, 2.67], [-0.24, -0.54, -0.68], [-0.26, -0.16, -0.08], [-0.67, -0.10, -0.21], [-0.11, 0.06, 0.19], [0.06, -0.19, 0.05], [-0.08, 0.04, -0.32]],
  "smiles": "c1cc[nH]c1.c1cc[nH]c1.c1cc[nH]c1.CNC(C)=O.CNC(C)=O.CNC(C)=O.CNC(C)=O.CNC(C)=O.CNC(C)=O.CC(C)=O.CC(C)=O",
  "charge": 0
}

no.,frontier orbital gap (eV)
1,9.04
2,8.32